1.
This record from the Open Molecules 2025 dataset describes a 3-piece molecular cluster, C24H40F5NO5P overall in a non-equilibrium geometry. The level of theory is wB97M-V/def2-TZVPD.

Summary:
HOMO (alpha / beta)   -7.446 / -7.443 eV
Charge   0
Orbital gap (alpha / beta)   7.99 / 7.99 eV
Multiplicity   2

Geometry as XYZ:
```
76
Properties=species:S:1:pos:R:3:mulliken_charge:R:1
C -3.240 0.018 -1.091 -1.5119
P -1.450 -0.116 -0.770 0.6680
C -0.523 0.694 -2.135 -1.2568
C -1.070 0.625 0.915 3.2358
C -1.405 -0.512 1.924 -1.7541
C -0.323 -1.539 2.280 -1.1130
C 0.448 -2.272 1.173 -0.6676
C -0.017 -3.682 0.866 0.9094
F -0.273 -4.372 2.015 -0.3155
F 1.018 -4.343 0.238 -0.3649
C -1.216 -3.900 -0.079 0.5761
F -2.324 -3.322 0.387 -0.2162
F -0.945 -3.448 -1.296 -0.2290
F -1.463 -5.213 -0.179 -0.2897
C -2.043 1.778 1.283 -3.1297
C -1.710 3.164 0.724 2.0518
C -1.732 3.304 -0.801 -1.3764
C -2.771 4.137 1.273 -1.8528
N -0.394 3.521 1.323 0.6971
O -0.480 3.971 2.517 -0.6701
C 0.766 2.614 1.047 1.7301
C 1.498 3.112 -0.232 -1.7011
C 1.762 2.792 2.203 -2.0922
C 0.401 1.092 1.001 -2.4440
H -3.669 1.016 -1.215 0.4216
H -3.748 -0.454 -0.245 0.3945
H -3.465 -0.586 -1.970 0.4285
H 0.009 -0.082 -2.686 0.5139
H 0.146 1.492 -1.838 0.1593
H -1.234 1.143 -2.835 0.4049
H -2.289 -1.039 1.548 0.3563
H -1.718 -0.050 2.865 0.5265
H 0.415 -1.019 2.896 0.5308
H -0.764 -2.280 2.951 0.5674
H 1.461 -2.452 1.550 0.3727
H 0.552 -1.703 0.251 0.1896
H -3.074 1.491 1.069 0.5185
H -1.980 1.915 2.369 0.8093
H -0.782 3.126 -1.291 -0.0090
H -2.468 2.635 -1.240 0.0627
H -2.028 4.324 -1.061 0.4066
H -3.071 3.890 2.289 0.3355
H -3.636 4.091 0.607 0.4561
H -2.388 5.158 1.236 0.4495
H 1.742 2.304 -0.918 0.3218
H 0.931 3.883 -0.752 0.3280
H 2.445 3.579 0.048 0.4677
H 1.390 2.372 3.136 0.4214
H 2.030 3.840 2.327 0.5005
H 2.674 2.256 1.919 0.5033
H 0.920 0.672 0.133 0.2602
H 0.887 0.629 1.860 0.4583
O 3.144 -3.881 4.774 -0.5896
C 3.112 -5.003 4.365 0.5258
O 4.232 -5.670 3.990 -0.3625
C 3.890 -6.954 3.441 -0.4217
C 2.513 -7.280 4.009 -0.5631
C 1.899 -5.888 4.147 -0.0571
H 3.878 -6.868 2.352 0.2466
H 4.659 -7.666 3.730 0.3294
H 1.944 -7.961 3.380 0.3472
H 2.618 -7.737 4.994 0.2758
H 1.404 -5.564 3.232 -0.0887
H 1.212 -5.799 4.983 0.3388
O 0.251 3.339 -3.633 -0.5083
C 0.298 3.168 -4.816 0.5202
O 0.269 1.932 -5.366 -0.3279
C 0.442 2.013 -6.792 -0.4723
C 0.025 3.431 -7.165 -0.4932
C 0.420 4.211 -5.911 -0.5144
H 1.491 1.815 -7.020 0.2683
H -0.171 1.244 -7.256 0.3104
H 0.493 3.785 -8.080 0.3292
H -1.057 3.475 -7.299 0.2701
H 1.457 4.548 -5.943 0.2792
H -0.227 5.057 -5.700 0.3180
```

2.
This record from the Open Molecules 2025 dataset describes a 6-piece molecular cluster, C24H40N6 overall in a non-equilibrium geometry. The level of theory is wB97M-V/def2-TZVPD.

Summary:
HOMO (alpha / beta)   0.351 / -6.034 eV
Charge   -1
Orbital gap (alpha / beta)   1.97 / 8.29 eV
Multiplicity   2

Geometry as XYZ:
```
70
Properties=species:S:1:pos:R:3:mulliken_charge:R:1
C 5.511 -0.580 2.112 -1.2097
C 4.469 0.272 1.274 -1.1845
C 3.114 -0.426 1.135 0.6002
C 3.348 -1.763 0.603 -0.2583
N 3.510 -2.820 0.184 -0.3905
H 5.083 -0.694 3.108 0.3018
H 6.448 -0.036 2.230 0.4193
H 5.681 -1.607 1.790 0.3061
H 4.858 0.385 0.262 0.2702
H 4.326 1.276 1.673 0.8914
H 2.441 0.054 0.425 -0.3679
H 2.552 -0.521 2.064 0.3264
C -4.623 -4.363 1.613 -1.0575
C -4.529 -2.924 2.220 -0.6634
C -4.762 -1.779 1.225 0.1456
C -6.000 -1.893 0.440 0.1685
N -6.954 -1.942 -0.161 -0.4548
H -3.916 -4.468 0.790 0.0994
H -5.576 -4.547 1.118 0.4008
H -4.396 -5.177 2.301 0.3701
H -3.520 -2.826 2.618 0.3700
H -5.170 -2.861 3.099 0.3350
H -3.884 -1.691 0.584 -0.0637
H -4.825 -0.800 1.700 0.2666
C -1.305 1.229 2.519 -1.1997
C -0.589 1.950 1.285 -0.0597
C -1.294 3.053 0.493 0.8368
C -1.547 4.155 1.394 -0.4059
N -1.674 5.005 2.167 -0.4540
H -2.202 0.726 2.157 0.0633
H -1.754 1.938 3.215 0.3400
H -0.739 0.546 3.152 0.4721
H -0.246 1.149 0.630 -0.3339
H 0.299 2.416 1.713 0.3912
H -2.214 2.698 0.029 0.3171
H -0.555 3.509 -0.166 -0.1391
C 3.849 5.065 -1.919 -1.3305
C 2.772 5.797 -1.058 -0.6737
C 1.726 6.528 -1.915 -0.4608
C 0.795 5.578 -2.606 0.1465
N 0.032 4.827 -3.094 -0.5184
H 3.323 4.391 -2.595 0.2483
H 4.392 4.364 -1.284 0.3776
H 4.525 5.797 -2.360 0.4354
H 3.312 6.511 -0.436 0.5908
H 2.299 5.042 -0.430 0.0523
H 2.241 7.236 -2.565 0.4318
H 1.124 7.168 -1.269 0.2780
C 1.028 -5.447 -1.678 -1.3209
C 0.208 -4.624 -0.644 -0.1050
C -0.894 -5.420 0.095 -0.2587
C -2.019 -5.826 -0.743 0.1959
N -2.920 -6.111 -1.432 -0.4995
H 1.511 -6.289 -1.181 0.3195
H 1.839 -4.912 -2.171 0.3785
H 0.360 -5.856 -2.436 0.3773
H -0.220 -3.718 -1.075 0.1159
H 0.947 -4.256 0.069 0.2134
H -1.352 -4.680 0.751 0.1377
H -0.511 -6.244 0.698 0.4253
N -0.408 1.792 -2.708 0.3286
C -1.695 1.491 -2.473 -0.9794
C -1.730 0.251 -1.879 -0.2507
C -0.428 -0.213 -1.694 -0.1477
C 0.367 0.785 -2.174 -1.1278
H -0.121 2.674 -3.107 0.3444
H -2.473 2.192 -2.738 0.4357
H -2.628 -0.202 -1.485 0.4111
H -0.056 -1.077 -1.165 0.4612
H 1.440 0.738 -2.293 0.5186
```

3.
This record from the Open Molecules 2025 dataset describes C24H40N6O2PbS2Sb as an isolated structure in a non-equilibrium geometry. The level of theory is wB97M-V/def2-TZVPD.

Summary:
HOMO   -9.359 eV
Charge   +1
Orbital gap   4.34 eV

Geometry as XYZ:
```
76
Properties=species:S:1:pos:R:3:mulliken_charge:R:1
Pb -0.570 -0.372 1.206 0.6921
N 1.030 -2.279 2.123 -0.5007
C 0.792 -2.427 3.557 -0.5683
C -0.712 -2.468 3.823 -0.5987
N -1.344 -1.186 3.489 -0.4799
H 0.705 -3.102 1.625 0.2225
H 2.016 -2.166 1.919 0.2124
H 1.243 -1.568 4.061 0.2718
H 1.239 -3.341 3.964 0.3968
H -0.892 -2.747 4.866 0.4127
H -1.152 -3.231 3.176 0.3286
H -1.224 -0.519 4.244 0.2075
H -2.339 -1.326 3.348 0.2691
S -3.068 0.446 0.618 -0.4680
C -3.297 -1.175 0.066 0.9170
S -2.073 -2.358 0.414 -0.4687
C -4.420 -1.529 -0.654 0.2393
C -4.627 -2.852 -1.082 -0.0870
N -4.798 -3.933 -1.429 -0.4802
C -5.382 -0.576 -1.025 -0.0542
N -6.147 0.217 -1.349 -0.4851
O 1.264 1.393 -0.193 -0.1545
N 1.687 0.953 -1.404 0.0552
N 1.098 -0.077 -1.822 0.2970
O 0.190 -0.708 -1.231 -0.5521
C 1.524 -0.553 -3.096 0.3940
C 2.682 -0.043 -3.674 0.0575
C 3.065 -0.492 -4.921 -0.7905
C 2.310 -1.456 -5.576 -0.5273
C 1.163 -1.969 -4.986 -0.5781
C 0.765 -1.527 -3.736 -0.6727
H 3.282 0.671 -3.135 0.2769
H 3.952 -0.085 -5.382 0.4099
H 2.623 -1.805 -6.548 0.4027
H 0.568 -2.706 -5.505 0.4212
H -0.115 -1.918 -3.247 0.5133
C 2.227 3.707 -2.723 -1.5074
C 3.184 3.841 -1.555 1.4771
C 4.402 2.954 -1.704 -1.5671
C 3.595 5.289 -1.358 -1.6583
Sb 2.043 3.258 0.369 1.1680
C -0.376 4.268 0.859 1.1582
C -0.682 3.720 2.216 -1.2117
C -1.195 3.708 -0.250 -0.9584
C -0.107 5.741 0.803 -1.5489
C 3.474 2.227 1.898 1.5087
C 4.451 3.290 2.358 -1.6829
C 2.588 1.749 3.030 -1.6810
C 4.163 1.061 1.226 -1.4879
H 2.726 4.049 -3.630 0.5265
H 1.341 4.324 -2.583 0.3116
H 1.916 2.678 -2.878 0.2380
H 4.864 3.149 -2.671 0.5976
H 4.149 1.897 -1.658 0.1842
H 5.143 3.181 -0.940 0.3015
H 4.160 5.618 -2.230 0.4600
H 4.239 5.417 -0.490 0.3965
H 2.734 5.947 -1.255 0.3358
H -0.754 2.632 2.196 0.1540
H -1.659 4.094 2.533 0.5050
H 0.044 4.035 2.965 0.3028
H -1.218 2.620 -0.223 -0.0378
H -0.854 4.051 -1.224 0.2659
H -2.230 4.044 -0.134 0.5022
H 0.631 6.047 1.545 0.3786
H -1.038 6.268 1.028 0.4674
H 0.217 6.067 -0.185 0.3233
H 3.935 4.153 2.777 0.4217
H 5.089 3.625 1.541 0.3183
H 5.097 2.879 3.134 0.4447
H 2.101 2.577 3.540 0.2913
H 3.200 1.219 3.762 0.5526
H 1.823 1.064 2.666 0.2245
H 4.881 1.396 0.482 0.2870
H 3.436 0.400 0.761 0.1649
H 4.708 0.482 1.972 0.5419
```

The highest charge belongs to which entry? C24H40N6O2PbS2Sb

The lowest charge belongs to which entry? C24H40N6

The lowest charge belongs to which entry? C24H40N6